{
  "formula": "C51H117O38P5S9",
  "method": "the ωB97M-V functional and the def2-TZVPD basis",
  "energy_ev": -276557.9996,
  "total_charge": 0,
  "homo_lumo_gap_ev": 10.324,
  "elements": ["C", "O", "P", "O", "O", "C", "O", "C", "H", "H", "H", "H", "H", "H", "H", "H", "H", "C", "O", "P", "O", "O", "C", "O", "C", "H", "H", "H", "H", "H", "H", "H", "H", "H", "C", "O", "P", "O", "O", "C", "O", "C", "H", "H", "H", "H", "H", "H", "H", "H", "H", "C", "O", "P", "O", "O", "C", "O", "C", "H", "H", "H", "H", "H", "H", "H", "H", "H", "C", "O", "P", "O", "O", "C", "O", "C", "H", "H", "H", "H", "H", "H", "H", "H", "H", "C", "C", "C", "S", "O", "O", "C", "H", "H", "H", "H", "H", "H", "H", "H", "C", "C", "C", "S", "O", "O", "C", "H", "H", "H", "H", "H", "H", "H", "H", "C", "C", "C", "S", "O", "O", "C", "H", "H", "H", "H", "H", "H", "H", "H", "C", "C", "C", "S", "O", "O", "C", "H", "H", "H", "H", "H", "H", "H", "H", "C", "C", "C", "S", "O", "O", "C", "H", "H", "H", "H", "H", "H", "H", "H", "C", "C", "C", "S", "O", "O", "C", "H", "H", "H", "H", "H", "H", "H", "H", "C", "C", "C", "S", "O", "O", "C", "H", "H", "H", "H", "H", "H", "H", "H", "C", "C", "C", "S", "O", "O", "C", "H", "H", "H", "H", "H", "H", "H", "H", "C", "C", "C", "S", "O", "O", "C", "H", "H", "H", "H", "H", "H", "H", "H"],
  "coordinates": [[-2.24437, 3.77757, 4.53829], [-0.85668, 3.69997, 4.62074], [-0.06468, 4.39278, 5.75312], [-0.84838, 4.40201, 6.95579], [1.33162, 3.74351, 5.69288], [1.50460, 2.48894, 6.41912], [0.32071, 5.77692, 5.09135], [-0.56843, 6.87606, 5.22531], [-2.46850, 3.29270, 3.57156], [-2.53775, 4.85615, 4.55408], [-2.73935, 3.29401, 5.42423], [2.54598, 2.18807, 6.22402], [0.78004, 1.71258, 5.99950], [1.28942, 2.64589, 7.45791], [-0.08138, 7.83486, 5.13936], [-1.05340, 6.86926, 6.18728], [-1.24373, 6.85226, 4.38010], [1.89592, 1.87454, 2.77368], [2.46664, 0.75913, 3.44697], [2.45033, -0.56941, 2.66053], [2.80412, -0.48754, 1.22172], [3.39808, -1.37137, 3.69819], [3.39723, -2.78180, 3.68184], [1.03198, -1.25447, 2.78325], [0.13528, -0.88092, 3.91257], [2.18448, 1.89783, 1.74493], [2.26736, 2.77042, 3.28921], [0.79258, 1.90024, 2.83339], [2.43295, -3.15698, 3.28050], [3.53895, -3.21838, 4.65971], [4.21407, -3.23219, 3.03824], [-0.08515, 0.10538, 3.78935], [0.63268, -1.11474, 4.88869], [-0.76275, -1.47992, 3.89895], [3.55406, -7.06048, -1.88792], [3.55853, -5.78510, -1.19056], [4.83145, -4.90383, -1.12401], [5.74415, -5.10083, -2.28615], [4.25383, -3.41327, -1.04611], [3.31934, -3.10067, -0.02738], [5.36921, -5.31171, 0.30908], [6.64733, -4.68434, 0.58544], [2.68067, -7.63642, -1.66658], [4.39481, -7.73136, -1.63306], [3.56734, -6.92720, -2.95913], [3.52909, -2.01876, 0.09061], [3.40269, -3.63219, 0.99142], [2.30759, -3.23805, -0.42503], [6.81796, -4.91731, 1.63164], [6.71256, -3.59133, 0.42366], [7.41326, -5.10053, -0.09139], [1.70590, -2.27745, -4.04647], [1.08531, -3.00362, -2.94852], [-0.05978, -4.04919, -3.09140], [-0.70456, -4.16594, -4.44165], [0.71440, -5.36899, -2.53479], [0.16464, -6.66025, -2.65355], [-1.09796, -3.77239, -1.90087], [-2.52392, -3.89772, -2.01614], [2.31380, -2.94344, -4.64954], [2.24946, -1.44886, -3.59196], [0.95988, -1.69653, -4.62146], [0.58690, -7.24863, -3.45535], [-0.93433, -6.61640, -2.68810], [0.41776, -7.23888, -1.74879], [-2.76159, -4.97742, -1.78210], [-2.87564, -3.64200, -3.00227], [-3.06300, -3.26749, -1.29898], [-7.43879, -3.35787, -3.76838], [-7.41090, -2.19058, -2.82401], [-6.47926, -2.23376, -1.55861], [-5.39247, -3.23476, -1.69096], [-6.11131, -0.69547, -1.41601], [-5.02799, -0.04830, -2.12931], [-7.38111, -2.45039, -0.27660], [-8.63179, -1.77774, -0.05102], [-8.24542, -3.36449, -4.46205], [-7.35971, -4.21113, -3.16331], [-6.50519, -3.28926, -4.35693], [-5.07073, -0.56433, -3.08209], [-4.07284, -0.32113, -1.69116], [-5.19525, 1.03628, -2.09816], [-8.36981, -0.81973, 0.42081], [-9.29932, -2.36851, 0.58836], [-9.17488, -1.56702, -0.99775], [-6.08093, 1.76205, 2.16044], [-4.72602, 1.59267, 1.42389], [-4.36984, 2.96103, 0.89629], [-5.82001, 3.54005, 0.09094], [-6.15448, 2.66255, -1.00026], [-5.74277, 4.99655, -0.08221], [-6.77208, 2.94737, 1.45709], [-5.92766, 1.97415, 3.16822], [-6.72421, 0.88362, 2.09770], [-4.82771, 0.83415, 0.63708], [-3.96853, 1.18627, 2.07326], [-3.53056, 2.98002, 0.20095], [-4.19687, 3.63965, 1.69642], [-7.74096, 2.61604, 1.18195], [-7.01216, 3.86535, 2.07101], [-0.63258, 0.70212, -2.22402], [0.56064, 0.29764, -1.37712], [0.06165, -0.72631, -0.38181], [-1.54204, -0.02225, 0.04314], [-1.50053, 0.47292, 1.41097], [-2.59255, -0.98094, -0.29780], [-1.65668, 1.20595, -1.25693], [-1.08263, -0.27860, -2.59787], [-0.47295, 1.33315, -3.10195], [1.08726, 1.16877, -0.99426], [1.39783, -0.14110, -2.01997], [0.55669, -0.74804, 0.60080], [-0.16765, -1.72241, -0.67945], [-1.38518, 2.14299, -0.78577], [-2.69748, 1.18009, -1.58437], [6.67502, -3.09726, -4.44050], [7.70716, -1.95713, -4.44578], [6.91807, -0.66957, -4.73359], [5.21780, -0.89668, -4.19837], [4.27666, -0.65552, -5.31161], [4.88796, -0.21865, -2.94143], [5.46905, -2.61122, -3.70194], [7.11899, -3.95776, -3.94401], [6.35945, -3.31365, -5.43466], [8.56277, -2.13907, -5.14784], [8.14879, -1.93206, -3.43544], [6.85461, -0.57698, -5.79514], [7.33837, 0.21904, -4.27741], [4.53128, -3.12109, -3.74646], [5.67549, -2.45548, -2.70438], [-1.21328, -4.92908, 0.98340], [-1.34445, -4.98587, 2.45152], [-0.38571, -6.12227, 2.91409], [1.03015, -5.99465, 1.80554], [1.53475, -7.30821, 1.39176], [1.99904, -5.21949, 2.52984], [0.19461, -5.01557, 0.55877], [-1.58589, -3.97690, 0.64102], [-1.77031, -5.68908, 0.51521], [-2.30510, -5.03539, 2.81910], [-0.97853, -4.09427, 2.96099], [-0.81466, -7.12972, 2.87799], [-0.15088, -5.91136, 3.90552], [0.52217, -5.39408, -0.37702], [0.61572, -4.05510, 0.59209], [1.10437, 6.73313, 1.83781], [0.16990, 7.75149, 1.20032], [-0.59073, 7.13897, 0.02950], [-1.00712, 5.53143, 0.66617], [-0.95132, 4.50115, -0.38766], [-2.15634, 5.59818, 1.56688], [0.45772, 5.36708, 1.72890], [1.32476, 6.90249, 2.88483], [1.96877, 6.73467, 1.15416], [0.65242, 8.70103, 0.91614], [-0.59260, 8.04306, 1.90873], [0.21757, 6.95507, -0.78323], [-1.45248, 7.60946, -0.35070], [1.23885, 4.63988, 1.35662], [0.07840, 4.94299, 2.69276], [-6.10783, -3.03605, 3.02119], [-4.99356, -3.15240, 1.94578], [-3.91897, -2.12432, 2.32626], [-3.98860, -2.05262, 4.10663], [-4.32123, -0.68762, 4.50009], [-2.81363, -2.71411, 4.62719], [-5.47828, -3.10025, 4.33921], [-6.95746, -3.68279, 2.78620], [-6.47133, -1.99406, 2.97065], [-5.37621, -3.10999, 0.96314], [-4.50980, -4.15524, 1.95441], [-4.01291, -1.17952, 1.87811], [-2.98190, -2.53482, 2.13458], [-5.98848, -2.54835, 5.16984], [-5.21641, -4.06769, 4.76431], [6.11060, 0.72805, 2.06471], [5.21526, 1.53432, 1.07442], [5.22622, 0.66446, -0.18432], [6.98735, 0.49334, -0.44111], [7.39022, 1.66048, -1.19378], [7.36638, -0.84665, -0.86732], [7.47384, 0.71881, 1.29912], [5.80260, -0.29815, 2.22004], [6.20140, 1.12699, 3.03323], [5.51460, 2.57241, 0.91790], [4.19246, 1.64096, 1.42876], [4.79513, 1.16859, -1.04753], [4.75125, -0.29304, -0.11332], [7.91394, 1.71043, 1.47888], [8.22680, -0.07078, 1.41053], [4.63333, 3.68844, -3.01782], [3.44860, 2.70502, -3.23001], [2.21200, 3.52103, -2.99498], [2.50969, 4.41625, -1.47083], [2.15888, 3.53631, -0.34403], [1.93579, 5.76745, -1.52973], [4.35625, 4.38107, -1.71556], [4.69932, 4.37206, -3.87238], [5.57270, 3.18505, -2.94081], [3.60072, 1.96101, -2.45115], [3.46152, 2.12637, -4.17309], [1.31023, 2.96573, -2.87995], [2.22985, 4.28339, -3.78517], [4.83686, 3.95383, -0.86281], [4.67545, 5.47230, -1.69207], [-4.40264, 4.93561, -3.40345], [-4.48946, 3.42257, -3.61641], [-3.60106, 3.27593, -4.81972], [-2.13019, 4.15568, -4.37060], [-1.45772, 4.62720, -5.55894], [-1.35377, 3.32937, -3.45008], [-2.94665, 5.36542, -3.30774], [-4.95880, 5.32585, -2.54886], [-4.88789, 5.49842, -4.26103], [-5.49429, 3.08861, -3.78354], [-4.04373, 2.89473, -2.74620], [-4.09516, 3.75002, -5.71264], [-3.32325, 2.25174, -5.02139], [-2.79924, 6.30853, -3.73821], [-2.55392, 5.25652, -2.32920]],
  "forces_ev_per_a": [[-1.56, 0.42, 0.26], [0.87, -1.52, -1.26], [0.01, 1.21, -1.23], [-0.54, 0.30, 2.21], [1.11, -1.11, 0.56], [-0.47, -0.76, -1.57], [0.71, 0.70, 0.47], [-0.29, 0.26, -0.42], [-0.44, 0.33, 0.62], [-0.12, -0.86, -0.34], [0.47, 0.21, -0.96], [-0.57, 0.03, 0.24], [1.03, 0.92, 0.51], [0.06, 0.05, 0.52], [0.87, 0.04, 0.02], [-0.47, -0.20, 0.21], [-0.64, -0.11, 0.02], [-0.72, 1.50, 0.63], [-0.24, 0.83, 0.55], [0.90, -1.98, -0.44], [-0.05, 0.07, 1.42], [-0.20, 0.90, -0.71], [-0.10, -1.81, -1.57], [-1.10, 0.24, 0.90], [1.81, -3.01, 0.63], [0.18, 0.03, -0.70], [-0.08, -0.25, -0.21], [0.40, -0.27, 0.06], [0.67, 0.10, 0.32], [-0.02, 0.42, 0.50], [-0.77, 0.83, 0.52], [-0.72, 2.71, -0.05], [-0.19, 0.42, -0.84], [-0.10, -0.25, -0.51], [0.90, -0.23, 0.01], [-1.40, -1.61, -0.37], [0.45, -0.01, -1.87], [-0.50, 0.43, 1.48], [1.15, -2.01, -0.02], [-0.33, 1.38, 1.29], [0.67, 1.15, -0.41], [0.66, -0.14, 0.00], [-0.76, 0.23, 0.63], [-0.07, 0.75, 0.16], [0.14, 0.44, -0.29], [-0.74, -0.88, 0.42], [0.26, 0.46, -1.79], [0.16, 0.01, 0.08], [0.38, 0.05, -0.05], [-0.69, -0.36, 0.11], [-0.26, -0.13, 0.51], [-0.90, 1.09, 0.27], [0.14, 0.52, 0.33], [-1.48, -1.51, -1.63], [0.98, 0.09, 1.95], [0.23, 1.18, -0.72], [-0.85, -0.72, 1.12], [0.97, 0.69, -0.22], [-0.60, -1.43, 0.49], [-0.04, 0.13, -0.04], [0.60, -0.59, 0.19], [0.04, -0.99, -0.09], [-0.03, 0.31, -0.65], [0.30, -0.15, -0.35], [-0.05, 0.43, -0.04], [-0.04, 1.12, -0.38], [0.07, -0.03, -0.38], [0.69, -0.04, -0.09], [2.37, 1.76, 0.54], [-1.17, -0.86, -1.62], [1.20, 0.27, -0.26], [-0.82, 0.82, 0.49], [-0.07, -0.16, 1.13], [-0.35, -1.07, -0.18], [-0.47, -0.61, -0.15], [-0.05, 0.91, -0.49], [-1.02, 0.49, 0.10], [-0.24, -1.39, 0.50], [-0.43, -0.06, 0.27], [0.34, 0.87, -0.82], [-0.10, -0.01, 0.32], [-0.16, -0.61, -0.31], [-0.40, -0.23, -0.03], [0.58, -0.04, -0.08], [0.50, -0.21, 0.46], [0.25, 0.30, -2.07], [-0.53, -0.88, 0.03], [0.90, -0.76, -1.05], [0.58, 0.72, 0.75], [-0.01, 0.20, -0.89], [-0.58, -1.81, 0.09], [-1.60, 1.67, 1.77], [0.32, 0.41, 1.76], [0.21, -0.03, -0.07], [-0.02, 0.39, -0.18], [0.37, 0.12, 0.38], [0.10, 0.11, 0.05], [0.35, 0.77, 0.64], [-0.90, -0.09, -1.00], [0.69, -1.01, -0.17], [-0.72, -1.98, -1.09], [2.46, -0.92, -2.16], [-0.42, 1.65, 1.97], [-0.61, -1.02, 0.15], [-0.17, 0.29, -0.48], [0.16, -0.14, 0.52], [-0.16, 0.57, 1.10], [0.60, 1.00, -0.03], [0.14, 0.05, 0.50], [-0.35, 0.13, 0.86], [-1.19, 0.21, 0.65], [0.18, -0.01, -0.68], [0.13, -0.71, -0.92], [0.00, 0.53, -0.21], [0.25, 0.22, -0.01], [0.55, -0.09, 0.10], [0.18, -0.16, 0.72], [0.63, -0.04, 0.05], [-1.33, -0.11, 0.40], [1.37, -0.50, 1.03], [0.41, 0.22, -0.92], [-0.31, 0.90, -1.51], [-0.34, -0.20, -0.22], [0.07, -0.56, -0.99], [-0.97, 0.31, 0.39], [-0.16, 0.25, -0.29], [-0.16, 0.47, -0.79], [-0.07, 0.19, 0.05], [-0.37, -0.59, -0.42], [0.55, 0.17, 2.29], [-0.99, 1.19, -1.06], [3.06, -0.49, 0.96], [-1.78, -0.28, -1.33], [0.84, -1.89, 1.35], [-1.34, 1.27, -0.38], [0.49, 1.05, 0.01], [1.43, -0.73, 0.65], [-0.41, 0.28, -0.44], [-1.00, -1.07, -0.54], [-2.30, -0.72, 0.57], [0.30, 0.38, -0.37], [0.03, 0.18, -0.34], [1.17, 0.06, 1.61], [-0.46, -0.60, -0.93], [0.91, 1.36, 0.43], [0.01, -0.10, -1.26], [-1.22, 1.55, 0.58], [3.29, -1.31, -0.89], [0.99, -2.07, -0.13], [-0.75, 1.21, 1.00], [0.43, 0.17, -0.82], [0.46, -1.66, 0.50], [0.40, 0.51, -0.07], [0.21, -0.11, 0.81], [0.06, -0.52, -0.03], [-0.26, 0.21, 0.56], [-1.70, 0.01, 0.96], [-0.95, 0.79, -0.26], [-1.41, 0.58, -0.10], [0.16, 0.59, -0.74], [-0.62, 0.85, -2.00], [0.47, -0.96, 1.29], [-1.37, -1.38, 0.42], [-0.41, 0.65, -0.10], [0.26, -0.90, 0.03], [0.00, 0.11, 0.33], [0.67, 0.70, 2.71], [0.21, -0.12, 0.43], [-0.24, -0.29, -0.41], [-0.35, 0.66, -1.05], [-0.38, 0.36, 0.41], [-0.24, 1.26, -0.39], [1.77, -0.34, -0.53], [0.06, -0.45, -0.83], [0.31, -0.14, -0.43], [0.93, -0.16, -1.78], [-1.08, -1.29, 0.95], [0.38, 1.32, -0.33], [-0.40, -0.02, -0.12], [0.43, -0.10, -0.31], [-0.06, 0.70, 0.17], [-0.18, 0.20, 0.06], [-0.65, -0.20, -0.30], [0.23, 0.88, 1.16], [0.65, -0.24, -0.16], [-0.02, -0.30, 0.08], [0.32, -0.09, -0.06], [-0.16, -0.40, 0.51], [0.14, -0.37, -0.61], [-0.40, 0.12, 0.66], [-0.80, -0.28, -0.94], [1.27, -0.66, 0.47], [0.63, 0.81, -0.39], [0.08, -0.52, 0.11], [0.50, 0.88, -0.83], [0.89, -1.25, 0.25], [-0.44, 3.10, 0.33], [-0.07, 0.13, 0.27], [0.61, -0.53, -0.04], [-0.44, -0.33, 0.05], [-0.04, 0.63, 0.32], [-0.87, -0.12, -0.16], [-0.82, -0.08, 0.16], [-0.02, -0.71, 0.57], [-0.44, -1.22, -0.20], [-1.56, 1.51, -0.07], [0.81, 0.77, 0.67], [-0.69, -0.34, -0.98], [1.26, -0.66, 0.46], [-0.37, 0.43, 0.38], [-0.45, 0.19, -0.60], [-0.68, -1.26, -1.20], [0.10, -0.38, 0.24], [0.56, -0.89, 0.58], [-0.46, -0.23, 0.01], [-0.40, 0.24, -0.45], [0.75, -0.44, 0.73], [0.23, -0.23, -0.31], [0.37, 1.50, -0.34], [0.62, -0.09, 0.84]]
}